104
Properties=species:S:1:pos:R:3:forces:R:3 method="wB97M-V/def2-TZVPD" total_charge=+1
C -3.102472 2.271707 1.530436 -0.718 -0.528 -0.055
C -2.042609 2.715779 1.243993 0.692 0.311 -0.072
N -0.786925 3.256101 0.888612 -0.812 -0.100 0.309
C -0.717729 3.211134 -0.625212 -0.388 -0.804 -1.088
C -1.914955 3.823456 -1.351122 0.613 0.516 0.148
C -0.752175 4.670854 1.479917 0.220 0.263 -0.240
B 0.105718 5.768393 0.690925 0.173 0.518 -0.213
O -0.301149 7.073148 0.829147 0.589 -0.432 0.448
O 1.174554 5.455525 -0.105484 -0.246 -0.289 0.158
N 0.218665 2.423475 1.545228 0.396 0.092 0.180
C 1.566702 2.603584 0.950871 0.861 0.570 0.163
C 1.965536 1.812253 -0.246081 -0.214 -0.463 -0.388
O 2.291906 3.392067 1.492966 -0.692 -0.302 0.022
C -0.173894 0.997038 1.682652 -0.149 -0.761 -0.085
C -0.304594 0.555390 3.099580 -0.005 0.690 -0.002
O -0.304713 0.275944 0.738523 -0.115 0.293 -0.076
H -4.043902 1.789617 1.688584 0.059 0.174 0.147
H 0.225459 3.596581 -0.986889 0.114 0.357 0.507
H -0.734061 2.152752 -0.867432 0.116 -0.114 0.210
H -1.521363 4.403153 -2.181448 -0.053 0.019 -0.161
H -2.506787 3.019060 -1.755534 -0.469 0.076 0.060
H -2.497510 4.517411 -0.753137 -0.188 -0.055 0.137
H -1.773823 5.021840 1.574476 -0.197 -0.156 -0.202
H -0.380970 4.560682 2.495584 0.144 -0.134 0.078
H -0.178264 7.384165 1.734418 -0.489 0.370 -0.044
H 2.015463 5.507417 0.365274 0.205 0.100 -0.274
H 1.142999 1.264729 -0.683800 -0.025 -0.059 0.016
H 2.736439 1.082335 -0.007804 0.155 0.036 0.253
H 2.382245 2.449427 -1.020253 0.147 0.304 0.137
H -0.841971 -0.380519 3.150100 0.054 -0.215 0.048
H 0.688936 0.476460 3.539865 0.134 -0.168 0.013
H -0.802161 1.343768 3.659003 -0.154 -0.051 0.130
F 7.307190 6.250851 -1.638231 -0.004 0.012 -0.013
C 6.949362 5.394509 -0.665671 -0.024 -0.071 0.086
C 7.926088 4.861015 0.150773 0.143 0.024 -0.001
C 7.550016 3.980387 1.153964 -0.096 0.004 -0.029
C 6.214493 3.641345 1.323202 -0.026 -0.040 0.052
C 5.248461 4.187102 0.488713 0.071 0.035 -0.055
C 5.614881 5.074936 -0.514334 -0.144 0.024 -0.054
H 8.961187 5.134125 -0.002186 -0.008 0.023 -0.014
H 8.303230 3.558774 1.805169 0.023 -0.005 -0.005
H 5.927568 2.952304 2.106822 -0.002 0.002 0.004
H 4.207032 3.919145 0.620821 0.209 0.048 -0.027
H 4.881122 5.518170 -1.175545 0.039 0.005 -0.036
F -1.562931 1.422339 -2.966046 0.029 -0.026 -0.101
C -1.457440 0.075949 -3.161936 0.084 -0.253 0.074
C -1.741825 -0.761536 -2.106074 -0.077 0.176 0.208
C -1.620991 -2.131340 -2.287208 -0.052 -0.014 -0.124
C -1.217126 -2.633651 -3.516513 -0.459 0.163 -0.003
C -0.933872 -1.766916 -4.564544 -0.551 0.085 0.137
C -1.053570 -0.395259 -4.391475 -0.087 0.091 -0.138
H -2.047639 -0.346207 -1.153251 0.005 -0.012 -0.031
H -1.840919 -2.796305 -1.463518 0.014 0.052 -0.126
H -1.123192 -3.701474 -3.657660 -0.032 0.005 0.000
H -0.616146 -2.157956 -5.520987 -0.112 0.044 0.021
H -0.840480 0.297644 -5.194591 0.004 0.013 0.008
F -2.854904 -4.197463 -0.260402 -0.056 -0.148 0.108
C -2.142104 -4.709040 0.771170 0.042 0.015 0.085
C -1.973400 -3.937264 1.901496 -0.029 0.170 0.022
C -1.239408 -4.449970 2.961253 0.006 -0.118 -0.117
C -0.685846 -5.720246 2.866547 0.004 0.010 -0.004
C -0.867779 -6.477631 1.717052 0.008 0.080 0.078
C -1.605185 -5.973314 0.655771 -0.007 -0.094 -0.156
H -2.412128 -2.948917 1.946208 -0.043 -0.015 -0.025
H -1.102982 -3.857551 3.853722 -0.018 -0.062 -0.055
H -0.112492 -6.124195 3.689320 0.003 -0.028 0.009
H -0.434359 -7.465524 1.644221 -0.012 -0.021 -0.006
H -1.765007 -6.547919 -0.246610 -0.015 0.015 -0.005
F -4.572020 -2.976861 -5.544114 0.020 -0.025 -0.007
C -5.243791 -1.859180 -5.205460 -0.100 0.138 0.029
C -6.477622 -1.619275 -5.775626 -0.067 -0.096 -0.105
C -7.163570 -0.467237 -5.420008 0.073 0.029 0.057
C -6.609833 0.425883 -4.512838 -0.023 0.045 0.015
C -5.365974 0.162883 -3.955774 -0.084 -0.024 -0.064
C -4.674587 -0.989305 -4.298497 0.124 -0.028 0.072
H -6.888450 -2.324732 -6.485051 0.013 -0.017 0.010
H -8.133636 -0.267062 -5.853490 -0.011 -0.006 -0.023
H -7.148051 1.324185 -4.242033 -0.006 0.006 -0.002
H -4.928796 0.858579 -3.250547 0.020 -0.007 0.014
H -3.710011 -1.217668 -3.870133 0.025 -0.051 -0.011
F 2.358569 0.764788 -2.848120 -0.029 -0.140 -0.052
C 2.113330 -0.527268 -3.193758 -0.040 -0.133 -0.152
C 1.839781 -1.447786 -2.203204 -0.005 0.047 0.125
C 1.575610 -2.759738 -2.569107 0.312 0.004 -0.157
C 1.596769 -3.129103 -3.906018 0.551 -0.022 -0.013
C 1.877951 -2.183880 -4.882844 0.423 -0.150 0.212
C 2.134705 -0.867712 -4.529273 0.188 0.038 -0.134
H 1.831072 -1.143868 -1.164829 -0.028 0.004 0.009
H 1.352724 -3.493635 -1.806764 -0.019 0.004 0.035
H 1.394360 -4.153565 -4.186417 -0.006 -0.020 -0.015
H 1.898454 -2.470745 -5.925132 0.006 0.007 -0.036
H 2.348461 -0.113497 -5.274688 0.013 0.018 0.016
F -0.435244 -2.831800 5.575079 0.059 0.108 0.114
C 0.285334 -3.304284 6.625414 0.095 -0.036 0.180
C 0.430022 -2.507272 7.741033 -0.077 0.164 -0.013
C 1.163073 -2.992308 8.814012 0.029 -0.078 -0.038
C 1.741018 -4.252438 8.752861 0.021 -0.008 0.032
C 1.583034 -5.033185 7.616833 -0.007 0.070 0.054
C 0.845822 -4.560653 6.541065 -0.029 -0.077 -0.158
H -0.025474 -1.526390 7.765981 -0.024 -0.012 -0.004
H 1.281545 -2.384125 9.699988 -0.001 0.023 0.004
H 2.313373 -4.625544 9.590671 0.004 -0.007 0.006
H 2.034752 -6.014103 7.565830 -0.010 -0.021 -0.009
H 0.705797 -5.155738 5.649559 0.001 0.009 -0.019



105
Properties=species:S:1:pos:R:3:forces:R:3 method="wB97M-V/def2-TZVPD" e_above_lowest_kj_mol=189.25
Sn -2.552474 -1.163660 -0.631371 0.298 -0.671 0.336
C -3.992594 -1.086198 5.992389 0.186 -1.580 2.449
C -2.756622 -0.303169 6.506124 -0.408 -0.269 0.432
C -2.569600 -0.439462 8.044798 1.472 -1.617 -0.606
C -1.473016 -0.633116 5.824157 1.931 0.033 -0.321
C -1.186442 -1.869559 5.277274 0.993 -0.002 -1.117
C 0.069021 -2.114203 4.635745 -2.446 -0.461 0.660
C 1.074182 -1.206974 4.682381 1.445 -0.312 -0.826
C 2.370583 -1.617292 4.020979 0.934 0.725 0.702
C 0.852808 0.011502 5.285616 0.589 0.765 0.880
C -0.378852 0.293440 5.821460 -1.419 -0.392 -0.104
H -4.855585 -0.868373 6.687383 0.708 -0.012 -0.889
H -3.835133 -2.211692 6.116656 -0.221 1.380 -0.475
H -4.234219 -0.816309 4.983564 -0.128 -0.042 -0.514
H -3.048789 0.691634 6.242464 0.322 1.128 0.127
H -2.481701 -1.518254 8.263082 0.004 0.102 -0.196
H -3.438500 -0.164035 8.543518 -1.578 0.920 1.011
H -1.665928 -0.032422 8.563354 -0.706 0.263 -0.996
H -1.927052 -2.646281 5.189402 -0.237 -0.076 0.119
H 0.156357 -3.024175 4.048593 0.184 -0.019 0.230
H 3.029962 -0.803926 3.646756 -0.794 -0.247 0.146
H 2.119856 -2.274593 3.218506 0.054 -0.400 -0.754
H 3.008635 -2.184963 4.715906 -0.246 0.034 -0.025
H 1.694644 0.719557 5.430242 -0.698 -0.333 -0.422
H -0.585214 1.284982 6.171497 0.011 0.366 0.446
C 3.702953 0.167703 -3.574465 0.600 -0.513 0.592
C 3.880501 -0.715458 -2.331029 -0.963 -1.044 0.232
N 2.576060 -1.277417 -1.800521 1.040 1.177 0.738
C 1.954260 -0.763316 -0.703905 0.236 1.077 0.956
C 0.829623 -1.268704 -0.116249 -0.246 0.183 -0.336
C 0.111932 -0.418475 0.868100 0.552 1.362 1.675
O 0.805702 0.216609 1.672222 -0.677 -0.356 -0.593
O -1.184919 -0.313153 0.808529 0.318 -0.614 -0.596
C 0.302271 -2.535940 -0.496262 0.529 -1.304 -1.332
O -0.511041 -3.244338 0.094300 -0.014 0.633 -0.021
C 0.874966 -2.987785 -1.805352 1.066 -0.385 -0.129
C 0.420819 -4.159238 -2.426196 -0.474 0.198 1.436
C 0.831487 -4.518878 -3.665788 -0.077 1.214 -0.922
F 0.340895 -5.621223 -4.220903 -0.135 -0.502 -0.565
C 1.605785 -3.613228 -4.448206 0.718 -1.021 0.448
C 2.341070 -2.668706 -3.734465 -0.829 0.501 -1.266
C 1.968515 -2.336882 -2.407085 -0.262 -0.450 -1.106
N 1.695159 -3.698130 -5.889394 -1.593 0.322 -0.091
C 0.467509 -3.755045 -6.676786 -1.294 -0.171 0.654
C 0.519774 -2.825615 -7.899690 1.196 1.134 0.279
N 1.931736 -2.219370 -7.822932 0.164 -2.345 -2.902
C 2.948194 -3.399695 -7.936773 -1.182 0.994 -0.354
C 2.828860 -4.171069 -6.615171 1.043 1.432 1.541
H 4.478850 -0.092264 -4.320003 -0.258 0.615 0.385
H 3.743493 1.173363 -3.189434 0.223 0.605 -0.643
H 2.743498 0.007660 -4.018810 -0.634 0.031 -0.280
H 4.323224 -0.125287 -1.520749 -0.065 -0.420 -0.133
H 4.519399 -1.588845 -2.576066 -0.301 0.475 0.430
H 2.347719 0.164564 -0.202558 -0.170 -1.019 -0.867
H -0.277997 -4.744137 -1.821559 0.076 -0.002 -0.522
H 2.950438 -1.986317 -4.363979 -0.298 -0.601 0.817
H -0.352465 -3.350212 -6.052343 0.251 -0.785 -0.155
H 0.220559 -4.759826 -7.094295 0.109 0.348 0.849
H -0.163722 -1.960107 -7.847970 0.117 -0.604 -0.040
H 0.451188 -3.392400 -8.828870 -0.006 0.373 -0.027
H 2.012364 -1.798981 -6.937510 0.184 0.907 1.570
H 2.119821 -1.577809 -8.591471 -0.225 0.223 0.260
H 3.906699 -2.968542 -8.163243 0.555 0.170 0.382
H 2.675828 -3.934156 -8.862285 -0.218 -0.035 0.632
H 3.630810 -3.904242 -5.915705 0.527 -0.298 -0.641
H 2.837270 -5.216566 -6.744451 -0.005 -1.485 -0.476
C -1.880562 6.881931 4.991885 0.423 0.881 -0.437
C -1.356657 5.659838 4.329387 0.070 -1.896 -0.348
C -0.543159 4.829689 5.121198 0.431 0.738 0.347
C -0.082662 3.587230 4.721863 -2.580 1.045 -2.740
C -0.569609 3.062727 3.487206 1.652 0.858 1.147
C -1.385510 3.864419 2.692308 -0.099 0.076 -0.323
N -1.903219 3.410902 1.449721 1.011 -0.887 -1.008
C -1.036359 2.996997 0.412319 -1.993 0.196 1.163
C 0.289698 3.452602 0.409072 0.530 0.843 -0.641
C 1.175315 3.128780 -0.578423 -0.377 -2.192 -1.431
C 0.827052 2.152547 -1.594412 -0.173 2.122 2.232
C -0.517536 1.778400 -1.579877 -0.620 -1.473 -0.466
C -1.521218 2.170039 -0.631470 1.625 -0.035 -0.728
C -3.030165 1.833360 -0.665134 1.468 0.904 0.467
O -3.743502 2.752817 -0.322089 -0.845 0.199 -0.177
O -3.446496 0.659651 -0.956263 -0.251 -0.032 -0.275
C -1.750373 5.165503 3.058340 -0.054 0.572 1.117
C -2.726760 5.948146 2.223943 -0.509 -0.188 -0.275
H -1.940150 7.746835 4.325285 0.035 -0.058 0.017
H -1.207080 7.130904 5.808558 -0.062 0.200 0.102
H -2.864959 6.748396 5.412146 -0.458 -0.221 0.102
H -0.215040 5.266130 6.076029 -0.116 -0.412 -0.286
H 0.542998 3.009299 5.295222 1.433 -1.099 1.299
H -0.054094 2.158521 3.154813 -0.886 -0.125 -0.294
H -2.906190 3.197566 1.364500 0.974 0.216 -0.143
H 0.666441 4.245657 1.037911 -0.543 -0.190 0.731
H 2.182386 3.513006 -0.539818 0.113 0.155 -0.038
H 1.644732 1.791299 -2.219708 -0.827 -0.126 -0.270
H -0.723281 1.055383 -3.573239 0.541 0.912 -0.234
H -2.595886 7.007737 2.229037 0.498 0.874 0.552
H -3.711843 5.799100 2.692144 -0.057 -0.083 -0.558
H -2.744877 5.745589 1.141386 -0.089 -0.655 0.600
N -0.858620 0.797499 -2.612680 -0.251 0.254 0.425
C -1.357623 -0.422754 -2.512204 0.072 -0.661 -1.208
C -1.429262 -1.123283 -3.777544 -0.320 0.401 1.676
C -0.970861 -0.578254 -5.010608 -0.910 -1.180 1.258
N -0.695869 -0.304089 -6.090801 0.855 0.531 -1.234
C -2.016120 -2.423153 -3.848439 0.086 -1.951 -0.704
N -2.346495 -3.537968 -4.022712 0.373 2.188 0.409



Number 1: gap between HOMO and LUMO 7.200 eV. Number 2: gap between HOMO and LUMO 5.948 eV.